1.
Entry from the OMol25 dataset: 4 unconnected molecules or ions with the total composition C17H40Cl2F2N2O9P2 at a distorted geometry (ωB97M-V/def2-TZVPD).

- Calculated total energy: -3260.872113 Eh
- Structure (SMILES): CC[C@H](Cl)[PH](Cl)(N(C(=O)F)C(=O)F)P(N)O.COCCOC.COCCOC.COCCOC
- Energy above the lowest of the compared OMol25 structures with the same formula, charge and spin: 639.01 kJ/mol
- LUMO energy: -1.10 eV
- Gap between HOMO and LUMO: 7.115 eV

```
! RIJCOSX wB97M-V def2-TZVPD def2/J DEFGRID3
* xyz 0 1
C -0.997 -0.387 3.189
C 0.477 -0.801 3.866
C 0.469 -2.431 3.973
Cl -1.190 -2.918 4.737
P 1.970 -3.235 4.812
Cl 3.057 -1.434 5.019
N 2.124 -3.694 6.527
C 3.544 -4.016 6.932
O 3.894 -5.333 6.958
F 4.594 -3.054 7.338
C 1.442 -2.726 7.467
O 2.003 -1.695 8.103
F -0.014 -2.999 7.751
P 1.016 -5.206 4.483
N 2.297 -6.409 4.038
O 0.392 -5.819 6.021
H -0.790 0.568 2.508
H -1.782 -0.100 4.024
H -1.381 -1.229 2.459
H 0.492 -0.233 4.904
H 1.276 -0.363 3.094
H 0.411 -2.849 2.860
H 3.039 -3.712 3.924
H 3.228 -5.923 3.943
H 2.048 -6.848 3.106
H -0.325 -5.183 6.374
C 0.555 1.272 -0.291
O -0.004 -0.006 -0.008
C -0.783 -0.508 -1.098
C -0.022 -1.589 -1.872
O 1.093 -1.033 -2.576
C 2.330 -1.304 -1.926
H 1.266 1.518 0.502
H 1.084 1.278 -1.245
H -0.236 2.029 -0.298
H -1.099 0.304 -1.764
H -1.683 -0.956 -0.664
H -0.691 -2.018 -2.625
H 0.298 -2.398 -1.205
H 2.576 -2.365 -2.026
H 2.299 -1.028 -0.868
H 3.110 -0.715 -2.415
C -1.067 1.252 -7.736
O -0.017 1.378 -6.783
C -0.102 0.390 -5.752
C 0.927 -0.724 -5.965
O 0.606 -1.512 -7.116
C 1.429 -1.194 -8.233
H -0.849 1.917 -8.575
H -1.147 0.231 -8.115
H -2.016 1.558 -7.285
H -1.117 -0.021 -5.682
H 0.121 0.898 -4.807
H 0.901 -1.397 -5.102
H 1.941 -0.313 -6.040
H 2.447 -1.554 -8.057
H 1.444 -0.118 -8.430
H 1.024 -1.702 -9.112
C -2.390 6.975 1.441
O -3.400 6.787 0.455
C -2.862 6.327 -0.789
C -3.122 4.831 -0.985
O -2.360 4.048 -0.060
C -3.156 3.556 1.013
H -2.879 7.160 2.401
H -1.754 6.094 1.539
H -1.781 7.848 1.186
H -1.792 6.554 -0.863
H -3.379 6.880 -1.580
H -2.791 4.546 -1.989
H -4.192 4.603 -0.905
H -3.832 2.778 0.646
H -3.732 4.356 1.487
H -2.490 3.118 1.760
*
```

Listed below, in e, are the Löwdin charges computed for each atom: -0.184, -0.355, -0.786, 0.531, 0.355, 0.340, -0.190, -0.231, 0.039, 0.000, -0.237, 0.041, -0.033, 0.712, -0.240, -0.406, 0.073, 0.079, 0.072, 0.112, 0.111, 0.108, 0.013, 0.011, 0.033, 0.035, -0.097, -0.224, -0.186, -0.186, -0.217, -0.101, 0.089, 0.084, 0.081, 0.126, 0.123, 0.124, 0.124, 0.088, 0.082, 0.092, -0.112, -0.195, -0.193, -0.191, -0.195, -0.113, 0.089, 0.082, 0.085, 0.125, 0.118, 0.109, 0.127, 0.086, 0.083, 0.088, -0.110, -0.195, -0.194, -0.193, -0.209, -0.108, 0.090, 0.081, 0.087, 0.125, 0.123, 0.122, 0.126, 0.087, 0.085, 0.084

---

2.
Entry from the OMol25 dataset: C10H17NS2 in the gas phase at a distorted geometry (ωB97M-V/def2-TZVPD).

- Calculated total energy: -1242.213225 Eh
- Structure (SMILES): C/C=C(/CC)CN=C=C(SC)SC
- LUMO energy: 0.74 eV
- Gap between HOMO and LUMO: 8.629 eV

```
! RIJCOSX wB97M-V def2-TZVPD def2/J DEFGRID3
* xyz 0 1
C -0.409 -0.016 -1.291
C 1.923 0.727 -1.521
C 1.829 0.567 0.004
C 2.398 -1.948 -0.082
C 0.465 2.739 0.744
C -3.301 1.231 0.887
C -2.501 -2.720 -0.460
C 2.666 -0.598 0.491
C 1.129 1.354 0.789
C -1.489 -0.242 -0.602
N 0.604 0.085 -1.930
S -2.944 0.731 -0.852
S -1.503 -1.550 0.495
H 1.906 1.795 -1.712
H 2.593 0.121 -2.039
H 2.967 -2.682 0.284
H 1.475 -2.340 0.290
H 2.342 -2.026 -1.166
H -0.413 2.900 1.278
H 1.191 3.392 1.312
H 0.175 3.145 -0.199
H -4.331 1.238 0.973
H -2.987 2.183 1.011
H -2.798 0.521 1.677
H -2.911 -1.952 -1.193
H -3.359 -3.172 -0.008
H -1.943 -3.617 -0.984
H 2.399 -0.613 1.526
H 3.797 -0.318 0.458
H 1.029 1.064 1.822
*
```

Listed below, in e, are the Löwdin charges computed for each atom: -0.253, -0.070, -0.281, -0.102, -0.064, -0.362, -0.393, -0.207, -0.112, -0.983, 0.134, 0.833, 0.824, 0.118, 0.086, 0.028, 0.049, 0.083, 0.031, 0.099, 0.060, -0.007, -0.033, 0.069, 0.019, 0.010, 0.078, 0.092, 0.150, 0.104

---

3.
Entry from the OMol25 dataset: a molecular structure, C30H33Br30F3INO3 at a distorted geometry (ωB97M-V/def2-TZVPD).

- Calculated total energy: -79260.937201 Eh
- LUMO energy: -0.50 eV
- Gap between HOMO and LUMO: 8.753 eV

```
! RIJCOSX wB97M-V def2-TZVPD def2/J DEFGRID3
* xyz 0 1
C 4.544 -2.205 1.696
C 5.483 -0.994 1.468
C 4.966 0.302 2.096
C 3.682 0.830 1.409
C 3.939 2.088 0.548
C 3.272 2.005 -0.830
N 1.969 2.758 -0.918
C 1.236 2.900 0.299
O 1.424 3.751 1.103
C 0.217 1.815 0.296
C -0.625 1.354 1.309
C -1.506 0.278 1.055
C -2.393 -0.124 2.234
O -2.548 -1.517 2.396
C -3.874 -1.892 2.726
C -1.540 -0.358 -0.223
C -2.461 -1.513 -0.509
C -3.916 -1.038 -0.720
C -4.822 -2.229 -0.852
F -5.986 -2.212 -0.152
C -4.551 -3.336 -1.549
F -4.845 -4.571 -1.156
F -3.961 -3.310 -2.736
C -0.684 0.137 -1.254
I -0.643 -0.678 -3.191
C 0.163 1.219 -0.961
C 1.152 1.999 -1.810
O 1.210 2.015 -2.993
H 3.744 -1.935 2.381
H 4.128 -2.524 0.740
H 5.115 -3.055 2.067
H 6.431 -1.207 1.965
H 5.683 -0.840 0.408
H 5.782 1.026 2.031
H 4.780 0.166 3.164
H 2.936 1.013 2.185
H 3.283 0.010 0.809
H 5.012 2.120 0.351
H 3.691 3.007 1.071
H 3.952 2.415 -1.579
H 3.089 0.969 -1.125
H -0.602 1.829 2.284
H -1.896 0.253 3.133
H -3.348 0.407 2.159
H -4.121 -1.585 3.748
H -4.615 -1.430 2.066
H -3.985 -2.968 2.616
H -2.172 -2.005 -1.433
H -2.404 -2.282 0.254
H -3.922 -0.529 -1.689
H -4.264 -0.382 0.072
C -6.983 0.625 4.201
Br -6.627 0.456 2.320
Br -7.797 -0.958 4.924
Br -5.373 1.099 5.148
H -7.685 1.435 4.331
C -4.044 1.578 8.738
Br -4.401 0.412 10.227
Br -4.595 3.387 9.096
Br -2.199 1.487 8.193
H -4.635 1.220 7.908
C 3.179 6.247 -1.675
Br 2.794 5.141 -3.192
Br 4.711 5.589 -0.707
Br 3.397 8.098 -2.157
H 2.330 6.190 -1.008
C 7.995 -3.585 -1.095
Br 8.625 -2.709 0.498
Br 6.990 -5.175 -0.684
Br 6.992 -2.390 -2.225
H 8.867 -3.892 -1.653
C -4.354 -6.967 -4.369
Br -5.127 -5.941 -5.800
Br -4.515 -8.861 -4.675
Br -2.529 -6.450 -4.037
H -4.917 -6.740 -3.474
C -0.836 -2.242 8.142
Br 0.602 -1.154 8.821
Br -1.260 -1.817 6.310
Br -0.468 -4.117 8.362
H -1.713 -2.016 8.733
C 6.848 8.863 -3.583
Br 6.393 7.826 -5.139
Br 8.274 8.034 -2.596
Br 7.242 10.693 -4.030
H 5.980 8.869 -2.941
C -8.828 -4.236 -5.051
Br -7.289 -3.594 -4.099
Br -8.734 -3.783 -6.923
Br -9.095 -6.124 -4.788
H -9.692 -3.733 -4.643
C 8.560 3.498 -2.479
Br 9.139 4.381 -0.867
Br 7.541 1.910 -2.089
Br 7.621 4.705 -3.642
H 9.448 3.177 -3.005
C -5.125 -1.708 -7.966
Br -4.433 -2.550 -6.383
Br -5.065 0.213 -7.840
Br -4.241 -2.345 -9.552
H -6.165 -1.989 -8.045
*
```

Atomic partial charges in e from the Löwdin method, atoms 1 to 99: -0.094, -0.282, -0.218, -0.182, -0.175, -0.124, 0.031, -0.382, 0.153, -0.071, 0.065, -0.085, -0.171, -0.187, -0.108, -0.168, -0.181, -0.079, -0.199, 0.051, -0.327, 0.135, 0.099, -0.518, 1.029, -0.127, -0.425, 0.083, 0.070, 0.065, 0.062, 0.062, 0.079, 0.103, 0.107, 0.107, 0.100, 0.091, 0.092, 0.095, 0.126, 0.129, 0.122, 0.110, 0.071, 0.008, 0.101, 0.026, 0.122, 0.130, 0.103, -1.615, 0.634, 0.597, 0.606, -0.027, -1.654, 0.578, 0.576, 0.555, -0.104, -1.609, 0.632, 0.596, 0.612, -0.029, -1.633, 0.598, 0.572, 0.562, -0.033, -1.631, 0.522, 0.578, 0.582, -0.034, -1.653, 0.555, 0.546, 0.578, -0.041, -1.645, 0.550, 0.544, 0.578, -0.106, -1.622, 0.559, 0.577, 0.577, -0.030, -1.626, 0.563, 0.559, 0.531, -0.030, -1.641, 0.528, 0.574

---

4.
Entry from the OMol25 dataset: 2 unconnected molecules or ions with the total composition C2H3F3Si at a distorted geometry (ωB97M-V/def2-TZVPD).

- Calculated total energy: -667.202454 Eh
- Structure (SMILES): F[SiH](F)F.C#C
- Energy above the lowest of the compared OMol25 structures with the same formula, charge and spin: 183.52 kJ/mol
- LUMO energy: 0.96 eV
- Gap between HOMO and LUMO: 11.464 eV

```
! RIJCOSX wB97M-V def2-TZVPD def2/J DEFGRID3
* xyz 0 1
C -1.387 -0.920 -2.444
C -0.376 -0.213 -2.296
F 0.785 1.486 0.706
F 1.949 -0.481 1.987
F -0.503 -0.580 1.636
Si 0.676 0.464 1.941
H -2.426 -1.130 -2.560
H 0.625 1.365 3.133
H 0.658 0.008 -2.102
*
```

Listed below, in e, are the Löwdin charges computed for each atom: -0.002, -0.007, -0.139, -0.111, -0.116, 0.333, 0.007, 0.020, 0.015

---

no.,HOMO level (eV)
1,-8.22
2,-7.89
3,-9.25
4,-10.50